61
Properties=species:S:1:pos:R:3:nbo_charge:R:1 method="wB97M-V/def2-TZVPD" total_charge=-1 spin_multiplicity=1 lumo_energy_ev=3.058 homo_energy_ev=-3.0
C -1.85 3.85 2.33 -0.50
C -2.20 2.60 1.94 -0.46
As -0.91 1.47 0.83 1.11
C -2.11 -0.15 1.07 -0.76
C -2.05 -0.64 2.54 -0.39
C -0.86 -1.59 2.82 -0.45
C -1.22 -3.00 2.29 -0.22
N -0.13 -3.73 1.63 -0.50
C 0.85 -4.27 2.56 -0.40
C 0.47 -3.02 0.56 0.72
C -0.23 -2.87 -0.77 -0.72
O 1.53 -2.50 0.71 -0.59
O 0.35 0.44 -0.18 -0.89
C 1.61 1.05 -0.21 -0.09
C 2.69 0.06 -0.69 -0.10
O 3.29 0.44 -1.93 -0.54
C 4.29 1.41 -1.77 -0.06
C 5.58 0.90 -1.11 -0.65
P -2.01 2.22 -1.13 0.31
C -0.83 2.86 -2.42 -0.69
C -0.28 1.83 -3.43 -0.62
C -3.17 0.96 -1.88 -0.70
C -2.54 -0.38 -2.35 -0.63
H -1.75 4.06 3.39 0.18
H -1.62 4.57 1.55 0.20
H -3.17 2.17 2.20 0.18
H 0.01 2.74 0.73 -0.16
H -0.16 1.04 2.16 -0.18
H -1.78 -0.99 0.45 0.21
H -3.15 0.12 0.89 0.20
H -2.11 0.18 3.25 0.21
H -2.95 -1.25 2.67 0.18
H 0.09 -1.20 2.45 0.24
H -0.78 -1.63 3.91 0.19
H -2.11 -2.94 1.67 0.20
H -1.50 -3.61 3.15 0.19
H 1.71 -4.62 2.01 0.21
H 0.40 -5.16 3.01 0.18
H 1.11 -3.60 3.38 0.19
H -1.28 -3.13 -0.66 0.21
H 0.29 -3.52 -1.48 0.23
H -0.10 -1.83 -1.07 0.27
H 1.62 1.91 -0.90 0.16
H 1.86 1.36 0.82 0.16
H 2.25 -0.92 -0.84 0.22
H 3.42 -0.05 0.11 0.15
H 3.89 2.29 -1.25 0.16
H 4.55 1.75 -2.78 0.17
H 5.47 -0.12 -0.75 0.22
H 6.45 0.99 -1.76 0.20
H 5.79 1.52 -0.23 0.20
H 0.02 3.37 -1.95 0.22
H -1.37 3.62 -2.98 0.20
H 0.30 1.05 -2.97 0.22
H 0.35 2.35 -4.16 0.19
H -1.11 1.39 -3.99 0.19
H -3.61 1.44 -2.76 0.21
H -4.00 0.82 -1.20 0.22
H -2.97 -1.20 -1.76 0.20
H -1.46 -0.38 -2.30 0.22
H -2.84 -0.57 -3.39 0.19

=====

71
Properties=species:S:1:pos:R:3:mulliken_charge:R:1 method="wB97M-V/def2-TZVPD" spin_multiplicity=1 lumo_energy_ev=-0.717 homo_energy_ev=-8.2 smiles="CCCOC[C@H](CO[C@H](CCCS(=O)(=O)O)P(=O)(O)O)O[C@H](Br)ON=O.CCN(CC)CC"
C -3.39 3.14 0.63 -1.29
C -2.41 2.22 1.36 -0.10
C -0.98 2.69 1.13 -0.58
O -0.09 1.83 1.83 -0.21
C 1.25 1.90 1.39 -1.34
C 1.80 0.50 1.08 1.47
C 2.90 0.06 2.07 -0.89
O 2.57 -1.15 2.73 -0.49
C 1.45 -1.05 3.60 0.99
C 1.79 -0.86 5.07 -1.34
C 2.07 0.62 5.45 0.00
C 1.03 1.20 6.44 -0.81
S 1.70 2.15 7.80 1.25
O 1.86 3.50 7.36 -0.62
O 0.91 1.91 8.96 -0.63
O 3.14 1.55 8.12 -0.48
P 0.57 -2.65 3.38 0.48
O 1.35 -3.76 3.94 -0.76
O 0.38 -2.78 1.80 -0.44
O -0.90 -2.52 3.96 -0.51
O 2.41 0.51 -0.23 -0.50
C 1.64 0.02 -1.26 -0.21
Br 2.38 0.80 -2.89 -0.18
O 0.30 0.40 -1.14 0.01
N -0.53 -0.78 -1.03 0.18
O -1.54 -0.51 -0.54 -0.24
H -3.36 2.94 -0.44 0.32
H -4.40 2.95 0.98 0.38
H -3.16 4.19 0.81 0.32
H -2.47 1.23 0.91 0.05
H -2.60 2.17 2.43 0.35
H -0.78 2.65 0.06 0.29
H -0.86 3.71 1.50 0.34
H 1.84 2.39 2.17 0.42
H 1.37 2.51 0.49 0.55
H 1.01 -0.24 1.17 0.09
H 3.80 -0.14 1.50 0.49
H 3.15 0.85 2.78 0.19
H 0.74 -0.26 3.31 0.04
H 2.59 -1.52 5.39 0.40
H 0.91 -1.15 5.64 0.37
H 3.07 0.66 5.86 0.25
H 2.06 1.26 4.57 0.03
H 0.43 1.94 5.93 0.33
H 0.38 0.45 6.87 0.44
H 3.73 1.80 7.39 0.39
H 1.28 -2.80 1.45 0.35
H -0.84 -2.73 4.90 0.37
H 1.73 -1.06 -1.36 0.44
C 0.04 -1.31 -8.16 -1.44
C -0.18 -1.66 -6.69 -0.30
N -1.02 -0.70 -6.00 0.17
C -1.03 -0.89 -4.56 -0.39
C -1.62 -2.19 -4.00 -1.03
C -2.32 -0.45 -6.61 -0.71
C -3.27 -1.63 -6.80 -0.98
H 0.46 -0.31 -8.26 0.33
H 0.73 -2.03 -8.60 0.43
H -0.89 -1.36 -8.74 0.30
H 0.79 -1.66 -6.20 0.42
H -0.56 -2.69 -6.63 0.24
H -1.54 -0.04 -4.10 0.37
H 0.02 -0.81 -4.23 0.04
H -2.71 -2.18 -4.03 0.21
H -1.34 -2.32 -2.96 0.42
H -1.27 -3.07 -4.55 0.27
H -2.15 0.02 -7.58 0.40
H -2.82 0.32 -6.02 0.34
H -2.76 -2.52 -7.18 0.25
H -4.04 -1.37 -7.54 0.37
H -3.79 -1.90 -5.89 0.29

=====

69
Properties=species:S:1:pos:R:3:nbo_charge:R:1 method="wB97M-V/def2-TZVPD" total_charge=+1 spin_multiplicity=1 lumo_energy_ev=-5.628 homo_energy_ev=-12.5
C 6.87 -0.69 1.73 -0.25
O 6.19 -1.91 1.49 -0.53
C 5.07 -1.82 0.66 -0.05
C 3.81 -2.18 1.50 -0.48
C 2.48 -2.37 0.76 -0.24
N 1.46 -1.23 0.88 -0.67
C 1.22 -0.89 2.34 -0.44
I -0.37 -1.89 0.00 0.49
P 1.94 0.31 0.02 1.68
O 1.56 1.48 0.82 -1.01
H 6.27 -0.03 2.38 0.17
H 7.81 -0.95 2.22 0.22
H 7.07 -0.17 0.78 0.17
H 5.00 -0.82 0.20 0.16
H 5.17 -2.55 -0.16 0.19
H 4.04 -3.15 1.97 0.26
H 3.71 -1.48 2.34 0.23
H 1.93 -3.23 1.16 0.24
H 2.63 -2.54 -0.32 0.23
H 0.20 -0.53 2.48 0.25
H 1.92 -0.11 2.64 0.25
H 1.39 -1.81 2.91 0.23
H 3.29 0.02 -0.17 -0.07
H 1.36 0.07 -1.22 -0.04
C 2.39 4.80 1.28 -0.64
C 1.07 5.22 0.66 -0.07
O 1.11 6.57 0.18 -0.49
C 1.68 6.71 -1.02 0.98
O 2.06 5.81 -1.73 -0.66
O 1.64 7.99 -1.35 -0.49
C 2.14 8.29 -2.66 -0.26
H 2.67 5.47 2.09 0.22
H 2.29 3.79 1.68 0.22
H 3.18 4.80 0.52 0.22
H 0.27 5.23 1.40 0.19
H 0.79 4.56 -0.16 0.19
H 1.63 7.69 -3.41 0.20
H 3.21 8.09 -2.71 0.19
H 1.94 9.35 -2.80 0.20
C -6.80 1.50 2.55 -0.64
C -6.03 0.21 2.39 -0.07
O -5.02 0.33 1.36 -0.49
C -3.90 0.93 1.73 0.98
O -3.59 1.28 2.84 -0.64
O -3.07 0.96 0.67 -0.51
C -1.81 1.57 0.95 -0.25
H -7.24 1.81 1.60 0.22
H -7.61 1.35 3.26 0.23
H -6.16 2.29 2.93 0.22
H -6.66 -0.60 2.03 0.20
H -5.55 -0.09 3.32 0.20
H -1.36 1.14 1.84 0.18
H -1.91 2.64 1.09 0.21
H -1.20 1.37 0.07 0.18
C -4.72 -4.06 -3.05 -0.64
C -3.26 -3.82 -2.75 -0.07
O -2.59 -5.00 -2.26 -0.51
C -2.23 -5.87 -3.21 0.98
O -2.34 -5.69 -4.40 -0.64
O -1.63 -6.90 -2.63 -0.50
C -1.15 -7.90 -3.54 -0.26
H -5.23 -4.48 -2.18 0.22
H -5.20 -3.12 -3.30 0.22
H -4.83 -4.74 -3.89 0.23
H -3.15 -3.12 -1.93 0.16
H -2.73 -3.45 -3.62 0.20
H -0.50 -7.46 -4.29 0.20
H -1.99 -8.39 -4.03 0.20
H -0.61 -8.61 -2.92 0.20

=====

62
Properties=species:S:1:pos:R:3:nbo_charge:R:1 method="wB97M-V/def2-TZVPD" e_above_lowest_ev=0.172 spin_multiplicity=1 lumo_energy_ev=0.023 homo_energy_ev=-9.1 smiles="CCSCOC(=O)OS(C)(=O)=O.CCCCCC.CCCCCC"
C 5.96 0.58 2.01 -0.63
C 4.72 1.60 1.76 -0.53
S 3.16 0.64 2.03 0.17
C 1.80 1.67 1.23 -0.20
O 0.78 0.72 0.84 -0.48
C -0.47 1.32 0.69 0.98
O -0.75 2.51 0.90 -0.57
O -1.53 0.47 0.22 -0.66
S -2.54 0.01 1.49 2.18
C -3.41 1.41 2.31 -0.85
O -3.59 -0.90 0.88 -0.88
O -1.84 -0.79 2.56 -0.87
H 6.50 0.95 2.94 0.22
H 6.64 0.62 1.08 0.23
H 5.59 -0.48 2.12 0.23
H 4.79 2.52 2.45 0.22
H 4.73 2.03 0.69 0.21
H 1.48 2.42 2.01 0.22
H 2.29 2.22 0.36 0.21
H -3.49 2.25 1.54 0.26
H -4.45 1.13 2.68 0.29
H -2.85 1.83 3.22 0.27
C -9.48 2.93 0.14 -0.61
C -8.59 1.81 0.66 -0.40
C -7.11 2.21 0.76 -0.40
C -6.44 2.56 -0.57 -0.39
C -6.49 1.46 -1.64 -0.40
C -5.76 0.19 -1.23 -0.61
H -9.21 3.22 -0.88 0.20
H -10.52 2.61 0.12 0.21
H -9.41 3.82 0.77 0.20
H -8.71 0.92 0.04 0.20
H -8.94 1.54 1.66 0.20
H -6.57 1.39 1.24 0.20
H -7.02 3.07 1.43 0.20
H -5.40 2.81 -0.37 0.19
H -6.90 3.47 -0.98 0.20
H -6.03 1.85 -2.55 0.20
H -7.53 1.23 -1.90 0.19
H -4.71 0.40 -1.01 0.21
H -5.79 -0.54 -2.04 0.21
H -6.21 -0.27 -0.35 0.20
C 4.03 -1.97 -0.98 -0.61
C 4.92 -3.09 -0.46 -0.40
C 6.40 -2.70 -0.38 -0.40
C 7.06 -2.34 -1.71 -0.40
C 7.00 -3.44 -2.78 -0.40
C 7.74 -4.71 -2.38 -0.61
H 4.29 -1.69 -2.00 0.20
H 2.99 -2.30 -0.98 0.21
H 4.11 -1.09 -0.34 0.20
H 4.80 -3.98 -1.09 0.19
H 4.58 -3.37 0.54 0.20
H 6.95 -3.52 0.10 0.20
H 6.50 -1.84 0.30 0.20
H 8.11 -2.09 -1.52 0.20
H 6.60 -1.44 -2.11 0.20
H 7.46 -3.05 -3.70 0.20
H 5.97 -3.67 -3.03 0.20
H 8.79 -4.50 -2.17 0.20
H 7.70 -5.44 -3.19 0.21
H 7.29 -5.17 -1.50 0.20